Formula: C5H15N4O
Source: the OMol25 dataset
Level of theory: ωB97M-V with the def2-TZVPD basis set

Calculated values
Calculated total energy (eV): -13428.8830
Total charge: +1
ΔE to the lowest compared entry with this formula, charge and spin (kcal/mol): 65.1

Cartesian coordinates (Å):
C1 0.40943 -1.62444 2.17776
C2 -0.98169 -0.98119 2.40700
C3 1.28861 -0.69850 1.47703
O1 1.44492 -0.65663 0.26664
N1 1.78030 0.55242 2.03486
H1 0.54763 -2.00760 3.22613
H2 0.33119 -2.62064 1.43108
H3 -0.66593 -0.47435 3.24142
H4 2.48750 1.04499 1.44553
H5 1.61012 1.09059 2.86527
H6 -1.77321 -1.63100 2.57443
H7 -1.34522 -0.14877 1.79819
C4 -1.15551 -1.20444 -2.29407
C5 -0.63381 1.13916 -1.42853
N2 -0.34798 -0.17893 -1.50910
N3 -1.82518 1.59985 -2.01936
N4 0.48665 1.96995 -1.18736
H8 0.56382 -0.59739 -1.23753
H9 -2.41905 0.94165 -2.60615
H10 -2.49907 2.15600 -1.43869
H11 1.09512 1.61117 -0.40269
H12 0.31486 2.95573 -1.12075
H13 -0.91726 -1.11890 -3.33819
H14 -2.15044 -1.09311 -1.84594
H15 -0.95813 -2.24190 -1.99367